(1)
C40H38AsCl5N5PZn | ωB97M-V with the def2-TZVPD basis set

Values from the calculation:
HOMO (eV): -7.88
Multiplicity: 1
Orbital gap (eV): 7.973
LUMO energy (eV): 0.09

Each line ends with the Löwdin charge.
Element x y z (Å)
Zn  -1.244  -2.730  -0.666  0.70
Cl  0.625  -2.384  -3.170  0.63
C  1.308  -3.349  -1.844  -0.67
C  0.525  -3.580  -0.744  -0.30
C  1.063  -4.459  0.179  -0.72
Cl  0.068  -4.892  1.548  0.65
C  2.342  -4.939  0.065  -0.69
Cl  2.992  -5.923  1.333  0.66
C  3.109  -4.719  -1.122  -0.72
Cl  4.667  -5.367  -1.306  0.70
C  2.593  -3.813  -2.031  -0.72
Cl  3.514  -3.411  -3.438  0.67
C  1.929  2.720  -0.548  -0.40
C  3.279  3.225  -0.941  -0.48
As  3.643  5.178  -0.960  1.29
C  2.070  5.781  -1.888  -0.45
C  1.713  5.151  -3.085  -0.12
C  0.644  5.640  -3.854  -0.08
C  0.028  6.835  -3.463  -0.09
C  0.389  7.464  -2.264  -0.08
C  1.394  6.926  -1.464  -0.13
C  3.111  5.440  0.949  -0.40
C  1.819  5.399  1.408  -0.15
C  1.595  5.437  2.774  -0.09
C  2.642  5.465  3.670  -0.09
C  3.989  5.449  3.225  -0.08
C  4.167  5.428  1.875  -0.15
P  2.087  0.846  -0.205  1.10
C  2.801  0.796  1.473  -0.40
C  3.143  -0.495  1.865  -0.11
C  3.434  -0.825  3.184  -0.07
C  3.412  0.190  4.121  -0.07
C  3.175  1.532  3.730  -0.06
C  2.811  1.788  2.427  -0.10
C  0.365  0.555  0.250  -0.44
C  -0.210  0.554  1.615  -0.23
C  -1.537  1.018  2.046  -0.03
C  -2.613  0.714  1.370  -0.11
C  -1.960  1.072  -0.951  -0.23
C  -0.620  0.375  -0.920  -0.22
H  1.175  2.794  -1.352  0.07
H  1.465  3.248  0.290  0.05
H  3.576  2.863  -1.926  0.05
H  4.080  2.804  -0.303  0.06
H  2.261  4.287  -3.433  0.09
H  0.343  5.116  -4.756  0.10
H  -0.823  7.171  -4.040  0.10
H  -0.088  8.422  -1.971  0.11
H  1.741  7.467  -0.606  0.09
H  0.966  5.356  0.739  0.10
H  0.576  5.474  3.111  0.10
H  2.454  5.568  4.714  0.09
H  4.810  5.503  3.915  0.10
H  5.152  5.449  1.416  0.08
H  3.066  -1.247  1.108  0.08
H  3.658  -1.828  3.495  0.10
H  3.602  -0.091  5.143  0.10
H  3.130  2.290  4.459  0.08
H  2.707  2.816  2.085  0.09
H  0.529  0.686  2.397  0.12
H  -1.621  1.586  2.967  0.11
H  -3.636  0.817  1.729  0.11
H  -2.499  0.890  -1.872  0.14
H  -0.100  0.206  -1.864  0.10
N  -2.022  3.668  -0.617  0.16
C  -2.129  2.522  -0.707  -0.15
N  -2.485  0.090  0.069  -0.04
C  -1.249  -0.786  -0.161  -0.30
N  -0.118  -0.767  0.941  0.09
C  -6.228  -5.859  0.170  -0.05
C  -5.774  -5.672  -1.270  -0.21
N  -4.323  -5.515  -1.428  -0.05
C  -3.520  -6.811  -1.645  -0.16
C  -3.106  -7.548  -0.405  -0.07
C  -3.719  -4.376  -1.157  -0.44
C  -4.487  -3.116  -1.162  -0.01
N  -2.437  -4.235  -1.012  0.06
H  -7.286  -6.168  0.159  0.09
H  -6.184  -4.905  0.655  0.06
H  -5.580  -6.568  0.653  0.06
H  -6.304  -4.805  -1.733  0.12
H  -6.077  -6.518  -1.908  0.12
H  -2.663  -6.493  -2.282  0.13
H  -4.143  -7.417  -2.288  0.11
H  -2.536  -6.913  0.295  0.07
H  -2.534  -8.465  -0.550  0.09
H  -4.013  -7.803  0.162  0.07
H  -4.897  -2.990  -2.162  0.10
H  -3.771  -2.248  -0.980  0.07
H  -5.303  -2.940  -0.441  0.10
H  -1.895  -5.097  -0.884  0.05


(2)
C40H38B2N9O5SSbW | ωB97M-V with the def2-TZVPD basis set

Values from the calculation:
Charge: +1
HOMO (spin up / spin down) (eV): -10.61 / -10.70
Expectation value of S²: 0.76
Multiplicity: 2
Orbital gap (spin up / spin down) (eV): 6.109 / 6.432
LUMO energy (spin up / spin down) (eV): -4.50 / -4.27

Each line ends with the Löwdin charge.
Element x y z (Å)
W  0.980  0.238  0.142  1.58
C  -1.725  1.955  2.164  -0.02
C  -0.344  2.506  2.203  -0.29
C  0.105  3.663  2.844  0.02
C  1.442  3.769  2.523  -0.02
N  1.768  2.733  1.745  0.05
N  0.684  1.941  1.562  -0.03
B  3.035  2.269  1.032  -0.71
N  1.712  2.502  -1.166  -0.01
C  2.097  2.255  -2.578  -0.17
C  0.717  2.311  -3.198  0.05
C  -0.174  1.937  -2.279  -0.35
C  -1.650  1.755  -2.404  -0.04
N  0.442  1.819  -1.013  -0.14
N  3.505  0.942  1.654  0.06
C  4.644  0.471  2.172  -0.01
C  4.532  -0.900  2.306  0.02
C  3.271  -1.229  1.812  -0.29
C  2.674  -2.580  1.611  0.00
N  2.649  -0.101  1.447  -0.04
N  4.055  3.324  0.874  0.01
C  3.844  4.594  0.421  -0.07
C  5.061  5.139  0.133  -0.01
C  5.997  4.114  0.426  -0.34
C  7.480  4.154  0.283  -0.03
N  5.386  3.028  0.854  0.13
H  -2.447  2.769  2.137  0.10
H  -1.945  1.334  3.035  0.09
H  -1.865  1.344  1.274  0.04
H  -0.481  4.342  3.439  0.12
H  2.184  4.499  2.800  0.14
H  2.765  3.054  -2.894  0.16
H  0.536  2.513  -4.241  0.13
H  -1.900  0.853  -2.966  0.07
H  -2.092  2.608  -2.918  0.10
H  -2.100  1.687  -1.414  0.04
H  5.453  1.147  2.385  0.12
H  5.271  -1.578  2.695  0.12
H  3.121  -3.053  0.735  0.10
H  1.597  -2.530  1.460  0.04
H  2.859  -3.211  2.479  0.10
H  2.849  5.000  0.330  0.12
H  5.264  6.131  -0.231  0.11
H  7.893  5.053  0.739  0.08
H  7.767  4.157  -0.770  0.08
H  7.927  3.283  0.757  0.08
O  4.492  -1.126  -5.262  0.21
C  3.899  -0.634  -4.354  -0.21
C  3.410  0.820  -4.213  -0.28
O  3.545  1.707  -5.015  0.15
C  2.716  0.922  -2.921  -0.01
C  2.686  -0.295  -2.302  -0.23
O  2.157  -0.646  -1.159  -0.27
C  3.431  -1.334  -3.073  -0.24
O  3.612  -2.470  -2.742  0.18
O  2.505  1.676  -0.292  -0.13
B  -1.466  -1.729  3.772  -0.38
C  -0.659  -1.091  2.603  -0.16
N  -0.070  -0.613  1.721  -0.08
H  -2.276  -0.889  4.085  0.03
H  -0.688  -1.991  4.650  0.03
H  -1.983  -2.713  3.292  0.02
S  -0.490  -1.114  -1.095  0.35
Sb  -2.623  -1.766  -0.298  1.46
C  -2.410  -3.755  0.298  -0.36
C  -3.560  -4.515  0.494  -0.12
C  -3.438  -5.858  0.813  -0.06
C  -2.179  -6.433  0.927  -0.05
C  -1.038  -5.672  0.724  -0.05
C  -1.149  -4.325  0.409  -0.12
C  -3.911  -0.662  0.932  -0.35
C  -4.490  -1.322  2.012  -0.11
C  -5.416  -0.649  2.798  -0.05
C  -5.733  0.671  2.522  -0.05
C  -5.134  1.332  1.456  -0.06
C  -4.217  0.668  0.659  -0.16
C  -3.606  -1.874  -2.147  -0.37
C  -3.048  -2.674  -3.143  -0.12
C  -3.652  -2.742  -4.388  -0.06
C  -4.808  -2.013  -4.638  -0.06
C  -5.371  -1.227  -3.643  -0.06
C  -4.771  -1.154  -2.393  -0.11
H  -4.547  -4.080  0.385  0.11
H  -4.326  -6.456  0.967  0.11
H  -2.089  -7.482  1.173  0.12
H  -0.059  -6.124  0.810  0.11
H  -0.256  -3.733  0.250  0.07
H  -4.213  -2.339  2.260  0.09
H  -5.873  -1.156  3.637  0.12
H  -6.448  1.194  3.144  0.12
H  -5.382  2.364  1.247  0.12
H  -3.764  1.187  -0.179  0.09
H  -2.151  -3.254  -2.953  0.10
H  -3.223  -3.364  -5.162  0.11
H  -5.274  -2.063  -5.613  0.11
H  -6.279  -0.673  -3.837  0.11
H  -5.225  -0.546  -1.619  0.09


- What is the multiplicity in the first record?
  1


- Which of these has the highest multiplicity?
  C40H38B2N9O5SSbW